Entry 1:
{"formula": "C6H16O5", "method": "the ωB97M-V functional and the def2-TZVPD basis", "lumo_energy_ev": 0.415, "charge": 0, "max_force_ev_per_a": 4.787, "homo_lumo_gap_ev": 10.70, "de_lowest_kj_mol": 189.4, "symbols": ["C", "C", "C", "C", "C", "C", "O", "O", "H", "H", "H", "H", "H", "H", "H", "H", "H", "H", "O", "H", "H", "O", "H", "H", "O", "H", "H"], "coordinates": [[-1.471, -1.986, -0.525], [-1.160, -0.696, -0.516], [-1.377, 0.187, 0.750], [-0.239, 1.213, 0.916], [1.075, 0.597, 1.166], [1.542, -0.621, 0.471], [2.020, -1.620, 0.951], [1.716, -0.506, -0.938], [-1.337, -2.662, -1.445], [-1.821, -2.450, 0.303], [-0.744, -0.041, -1.297], [-1.244, -0.414, 1.692], [-2.321, 0.641, 0.798], [-0.428, 1.976, 1.749], [-0.292, 1.867, 0.069], [1.206, 0.260, 2.174], [1.822, 1.357, 1.050], [2.045, -1.322, -1.341], [-3.145, 1.626, -1.975], [-2.228, 1.303, -1.768], [-3.536, 0.733, -1.999], [0.659, 2.991, -3.217], [-0.100, 3.246, -2.727], [1.292, 2.783, -2.575], [0.721, -1.848, 3.381], [0.399, -2.692, 3.529], [1.291, -1.904, 2.602]]}

=====

Entry 2:
{"formula": "C5H7N", "method": "the ωB97M-V functional and the def2-TZVPD basis", "lumo_energy_ev": 0.820, "charge": 0, "max_force_ev_per_a": 2.292, "homo_lumo_gap_ev": 8.92, "de_lowest_kj_mol": 263.8, "symbols": ["C", "N", "C", "C", "C", "C", "H", "H", "H", "H", "H", "H", "H"], "coordinates": [[0.273, -1.424, -1.087], [0.032, -0.179, -0.401], [0.992, 0.637, 0.075], [0.500, 1.545, 1.012], [-0.928, 1.262, 1.014], [-1.166, 0.226, 0.165], [0.280, -2.278, -0.395], [1.251, -1.362, -1.568], [-0.499, -1.573, -1.840], [2.036, 0.549, -0.207], [1.156, 0.885, 1.675], [-1.708, 1.817, 1.528], [-2.080, -0.290, -0.092]]}

=====

Entry 3:
{"formula": "C24H30N3O3", "method": "the ωB97M-V functional and the def2-TZVPD basis", "lumo_energy_ev": -3.585, "charge": 1, "max_force_ev_per_a": 5.144, "homo_lumo_gap_ev": 6.80, "de_lowest_kj_mol": 149.6, "symbols": ["C", "N", "C", "C", "H", "H", "H", "H", "H", "H", "H", "H", "H", "C", "O", "C", "C", "C", "C", "C", "O", "C", "C", "N", "C", "C", "C", "C", "C", "C", "C", "C", "C", "C", "O", "N", "C", "C", "C", "H", "H", "H", "H", "H", "H", "H", "H", "H", "H", "H", "H", "H", "H", "H", "H", "H", "H", "H", "H", "H"], "coordinates": [[-3.014, -1.462, 1.826], [-2.675, -0.020, 1.827], [-3.122, 0.598, 0.544], [-3.432, 0.657, 2.916], [-2.689, -1.924, 2.763], [-4.108, -1.559, 1.734], [-2.528, -1.960, 0.982], [-2.850, 1.658, 0.549], [-2.628, 0.107, -0.297], [-4.215, 0.494, 0.464], [-3.095, 1.696, 3.007], [-4.500, 0.645, 2.653], [-3.295, 0.134, 3.866], [3.786, 2.466, -0.851], [2.763, 1.603, -1.383], [1.974, 2.072, -2.377], [1.860, 3.416, -2.776], [0.963, 3.740, -3.793], [0.185, 2.773, -4.429], [0.312, 1.427, -4.029], [-0.450, 0.391, -4.454], [-1.582, 0.673, -5.307], [1.221, 1.097, -3.029], [1.309, -0.268, -2.603], [1.146, -0.726, -1.330], [0.382, 0.019, -0.339], [0.586, -0.370, 1.063], [-0.325, -0.323, 2.062], [0.049, -0.833, 3.374], [-0.720, -0.531, 4.527], [-0.523, -1.204, 5.729], [0.575, -2.065, 5.883], [1.453, -2.249, 4.809], [1.197, -1.655, 3.572], [-0.378, 0.934, -0.706], [1.418, -2.052, -1.357], [1.382, -2.987, -0.246], [1.808, -2.412, -2.640], [1.717, -1.314, -3.414], [4.336, 1.840, -0.149], [4.458, 2.825, -1.644], [3.341, 3.323, -0.328], [2.469, 4.179, -2.287], [0.863, 4.782, -4.094], [-0.529, 3.041, -5.210], [-2.063, -0.295, -5.438], [-2.273, 1.381, -4.826], [-1.253, 1.073, -6.276], [1.638, -0.631, 1.235], [-1.346, 0.201, 1.946], [-1.477, 0.250, 4.464], [-1.221, -1.055, 6.553], [0.753, -2.568, 6.834], [2.342, -2.871, 4.930], [1.887, -1.842, 2.745], [1.335, -4.000, -0.660], [2.289, -2.904, 0.371], [0.502, -2.823, 0.387], [2.090, -3.423, -2.881], [1.905, -1.171, -4.463]]}

=====

Entry 4:
{"formula": "CH3IO3S2", "method": "the ωB97M-V functional and the def2-TZVPD basis", "lumo_energy_ev": -0.347, "charge": 0, "max_force_ev_per_a": 3.204, "homo_lumo_gap_ev": 8.43, "de_lowest_kj_mol": 33.1, "symbols": ["C", "S", "O", "O", "O", "S", "I", "H", "H", "H"], "coordinates": [[1.028, 1.128, 0.009], [0.439, -0.558, -0.064], [1.366, -1.360, -0.870], [0.073, -1.010, 1.225], [-1.130, -0.305, -0.917], [-2.385, 0.021, 0.079], [-2.818, -2.083, 0.897], [0.666, 1.225, -0.982], [0.617, 1.860, 0.636], [2.145, 1.082, -0.012]]}

=====

Entry 5:
{"formula": "C19H31NO4SSiZr", "method": "the ωB97M-V functional and the def2-TZVPD basis", "lumo_energy_ev": 0.229, "charge": 0, "max_force_ev_per_a": 1.170, "homo_lumo_gap_ev": 6.55, "symbols": ["Zr", "O", "C", "O", "C", "C", "C", "C", "C", "N", "C", "O", "O", "H", "H", "H", "H", "S", "C", "C", "C", "C", "Si", "C", "C", "C", "C", "C", "C", "C", "C", "H", "H", "H", "H", "H", "H", "H", "H", "H", "H", "H", "H", "H", "H", "H", "H", "H", "H", "H", "H", "H", "H", "H", "H", "H", "H", "H"], "coordinates": [[-0.525, -1.219, 0.887], [-0.919, -0.346, 4.948], [-1.167, -0.473, 3.625], [-0.354, -1.255, 2.893], [-2.156, 0.128, 2.954], [-3.198, 1.047, 3.373], [-4.022, 1.587, 2.466], [-3.899, 1.272, 1.034], [-2.985, 0.388, 0.651], [-2.139, -0.251, 1.575], [-2.685, -0.060, -0.750], [-3.155, 0.401, -1.745], [-1.743, -1.050, -0.711], [-0.043, -0.710, 5.121], [-3.291, 1.290, 4.424], [-4.795, 2.273, 2.787], [-4.528, 1.749, 0.295], [1.238, 0.344, 0.327], [4.048, -0.985, 1.666], [3.984, -1.269, 0.152], [4.938, -2.447, -0.111], [4.586, -0.029, -0.541], [2.177, -1.442, -0.487], [2.011, -1.377, -2.393], [0.723, -2.052, -2.895], [1.913, 0.091, -2.847], [3.199, -2.019, -3.142], [1.407, -3.202, 0.185], [-0.102, -3.599, 0.116], [2.104, -4.239, -0.716], [1.873, -3.469, 1.628], [5.045, -0.590, 1.892], [3.923, -1.884, 2.269], [3.319, -0.248, 2.002], [5.935, -2.166, 0.250], [5.041, -2.706, -1.164], [4.660, -3.348, 0.436], [5.583, 0.135, -0.118], [4.004, 0.877, -0.364], [4.707, -0.151, -1.615], [-0.183, -1.636, -2.447], [0.710, -3.133, -2.753], [0.649, -1.880, -3.975], [0.998, 0.562, -2.491], [1.899, 0.111, -3.943], [2.749, 0.706, -2.518], [3.357, -3.069, -2.900], [4.145, -1.502, -2.986], [2.989, -1.969, -4.217], [-0.614, -3.250, -0.784], [-0.701, -3.340, 1.012], [-0.205, -4.683, 0.141], [1.718, -4.259, -1.730], [1.927, -5.225, -0.272], [3.180, -4.094, -0.771], [1.575, -2.720, 2.366], [2.956, -3.545, 1.676], [1.461, -4.430, 1.957]]}

=====

Entry 6:
{"formula": "C2H3N2O", "method": "the ωB97M-V functional and the def2-TZVPD basis", "lumo_energy_ev": -5.591, "charge": 1, "max_force_ev_per_a": 3.109, "homo_lumo_gap_ev": 14.24, "de_lowest_kj_mol": 57.0, "symbols": ["C", "C", "N", "N", "O", "H", "H", "H"], "coordinates": [[0.315, -1.622, -0.068], [0.037, -0.207, 0.020], [0.301, -2.167, 3.043], [0.532, -1.764, 2.069], [0.416, -2.690, -0.444], [1.008, 0.171, 0.657], [-0.742, -0.005, 0.825], [-0.111, 0.299, -1.001]]}